Molecular formula: C3H14N2O2
Method: DFT, wB97M-V/def2-TZVPD

Values from the calculation:
Energy relative to the best compared isomer or geometry (same formula, charge and spin) (eV): 0.916
HOMO energy (eV): -8.86
SMILES: C[C@H](N)CN.O.O
Molar mass (g mol⁻¹): 110.16
E (Eh): -382.6661

Bonds (Å) are listed after each position.
Positions of all 21 atoms, in Å:
1 N -0.198 0.209 -0.016  C2 1.448, H6 1.004, H7 1.002
2 C -0.740 0.738 -1.250  N1 1.448, C3 1.516, C4 1.523, H8 1.102
3 C -1.707 1.873 -0.972  C2 1.516, H9 1.094, H10 1.089, H11 1.096
4 C 0.409 1.193 -2.141  C2 1.523, N5 1.464, H12 1.101, H13 1.085
5 N 1.220 0.058 -2.586  C4 1.464, H14 1.013, H15 1.017
6 H 0.803 0.245 0.055  N1 1.004
7 H -0.634 -0.574 0.431  N1 1.002
8 H -1.221 -0.053 -1.848  C2 1.102
9 H -2.218 2.243 -1.866  C3 1.094
10 H -2.430 1.606 -0.203  C3 1.089
11 H -1.146 2.739 -0.604  C3 1.096
12 H 1.025 1.940 -1.617  C4 1.101
13 H 0.006 1.666 -3.031  C4 1.085
14 H 1.868 -0.242 -1.869  N5 1.013
15 H 1.817 0.389 -3.340  N5 1.017
16 H -0.226 -2.760 5.098  O18 0.964
17 H 0.348 -1.873 6.182  O18 0.968
18 O -0.444 -1.991 5.637  H16 0.964, H17 0.968
19 H 0.416 -2.506 1.596  O21 0.962
20 H 1.873 -2.130 1.272  O21 0.964
21 O 1.179 -2.768 1.073  H19 0.962, H20 0.964